No. 1
111
Properties=species:S:1:pos:R:3 method="wB97M-V/def2-TZVPD" gap_ev="5.19 / 5.56" s2=8.908 total_charge=-1 homo_energy_ev="-2.872 / -4.175" multiplicity=6
Mn 0.55 0.34 -0.32
C -2.77 -8.93 1.37
O -1.46 -8.54 1.05
C -1.23 -7.20 0.84
C 0.09 -6.84 0.54
C 0.42 -5.52 0.32
C -0.54 -4.51 0.39
C -1.84 -4.88 0.68
C -2.19 -6.20 0.89
C -0.21 -3.09 0.18
C 0.86 -2.53 0.89
C 1.80 -3.17 1.73
C 2.88 -2.31 1.85
C 2.56 -1.15 1.14
N 1.31 -1.25 0.64
C 3.41 -0.05 0.66
C 2.86 1.21 1.21
C 3.35 2.08 2.18
C 2.26 2.77 2.70
C 1.12 2.30 2.02
C -0.27 2.53 2.27
C -0.82 2.38 3.59
C -0.02 1.89 4.64
C -0.57 1.38 5.79
C -1.95 1.36 5.97
O -2.51 0.72 7.08
C -2.77 -0.65 6.82
C -2.76 1.92 4.99
C -2.21 2.44 3.84
C -1.16 2.45 1.13
N -1.06 1.46 0.21
C -2.12 1.62 -0.66
C -2.50 0.68 -1.63
C -3.74 0.95 -2.40
C -3.71 1.51 -3.68
C -4.88 1.74 -4.38
C -6.11 1.41 -3.82
O -7.22 1.64 -4.61
C -8.47 1.21 -4.13
C -6.15 0.87 -2.54
C -4.97 0.65 -1.85
C -1.95 -0.60 -1.66
C -2.59 -1.76 -2.18
C -2.00 -2.84 -1.59
C -0.97 -2.34 -0.73
N -0.89 -0.98 -0.87
C -2.85 2.78 -0.29
C -2.25 3.29 0.83
N 1.52 1.40 1.07
C 4.55 0.61 -1.54
C 4.50 0.80 -2.91
C 5.57 1.33 -3.60
C 6.72 1.68 -2.92
O 7.87 2.15 -3.52
C 7.88 2.28 -4.91
C 6.76 1.55 -1.53
C 5.69 1.02 -0.85
H -2.72 -10.01 1.55
H -3.46 -8.74 0.55
H -3.13 -8.43 2.28
H 0.83 -7.62 0.49
H 1.45 -5.27 0.07
H -2.60 -4.12 0.77
H -3.23 -6.44 1.10
H 1.71 -4.15 2.16
H 3.80 -2.48 2.39
H 4.38 2.18 2.48
H 2.27 3.55 3.44
H 1.05 1.82 4.49
H 0.07 0.93 6.54
H -3.15 -1.08 7.74
H -1.86 -1.18 6.50
H -3.53 -0.76 6.03
H -3.83 1.91 5.14
H -2.88 2.84 3.09
H -2.76 1.78 -4.12
H -4.87 2.17 -5.37
H -9.17 1.36 -4.95
H -8.80 1.79 -3.26
H -8.45 0.15 -3.87
H -7.09 0.62 -2.08
H -5.01 0.23 -0.85
H -3.42 -1.75 -2.86
H -2.26 -3.87 -1.71
H -3.74 3.12 -0.79
H -2.51 4.20 1.35
H 3.60 0.51 -3.45
H 5.50 1.45 -4.67
H 8.90 2.56 -5.18
H 7.18 3.05 -5.25
H 7.63 1.33 -5.40
H 7.66 1.85 -1.02
H 5.71 0.90 0.22
O 0.48 2.31 -1.81
N 1.12 3.26 -1.23
C 0.47 4.33 -0.73
C 1.12 5.27 0.02
C 2.48 5.15 0.27
C 3.16 4.10 -0.34
C 2.47 3.19 -1.09
H -0.60 4.36 -0.92
H 0.55 6.09 0.44
H 2.99 5.84 0.92
H 4.22 3.96 -0.21
H 2.93 2.32 -1.55
C 3.69 -1.66 -1.30
C 3.43 -0.18 -0.87
O 2.18 0.20 -1.29
H 4.52 -2.08 -0.75
H 3.91 -1.68 -2.36
H 2.79 -2.25 -1.13

=====

No. 2
113
Properties=species:S:1:pos:R:3 method="wB97M-V/def2-TZVPD" gap_ev="2.95 / 2.72" relative_energy_kcal_mol=11.9 total_charge=-1 homo_energy_ev="-1.427 / -1.195" multiplicity=1
K -0.34 0.21 -0.98
N -3.79 -1.67 -2.86
C -2.56 -2.05 -3.38
C -2.56 -3.32 -4.00
C -1.45 -3.65 -4.78
C -0.42 -2.75 -4.95
C -0.53 -1.56 -4.25
N -1.50 -1.22 -3.43
C -4.23 -0.73 -1.95
C -5.60 -0.71 -1.68
C -6.08 0.19 -0.76
C -5.21 1.11 -0.19
C -3.87 1.06 -0.54
N -3.37 0.17 -1.42
H -4.53 -2.29 -3.13
H -3.42 -3.96 -3.88
H -1.42 -4.65 -5.21
H 0.43 -2.94 -5.57
H 0.26 -0.81 -4.35
H -6.20 -1.46 -2.19
H -7.10 0.14 -0.46
H -5.58 1.79 0.58
H -3.14 1.78 -0.12
O 1.34 0.54 3.18
C 0.24 0.47 2.70
O -0.46 1.51 2.11
C -0.57 -0.78 2.60
C -0.15 -1.81 3.45
C -0.68 -3.08 3.30
C -1.64 -3.30 2.31
C -2.00 -2.19 1.50
N -1.49 -0.98 1.66
H 0.65 -1.62 4.17
H -0.33 -3.91 3.94
H -2.21 -4.23 2.14
H -2.73 -2.30 0.69
N 2.24 2.14 -2.04
C 1.94 2.42 -3.38
C 2.78 2.07 -4.41
C 2.38 2.13 -5.74
C 1.14 2.68 -6.05
C 0.27 3.12 -5.03
C -1.00 3.58 -5.32
C -1.90 3.75 -4.30
C -1.54 3.34 -3.01
N -0.32 2.94 -2.66
C 0.59 2.83 -3.66
H 3.24 2.38 -1.89
H 1.71 2.83 -1.51
H 3.74 1.63 -4.13
H 2.99 1.72 -6.56
H 0.81 2.71 -7.07
H -1.18 3.82 -6.37
H -2.90 4.14 -4.45
H -2.26 3.41 -2.19
C -3.56 1.45 6.61
C -4.04 1.37 5.30
C -3.26 1.72 4.20
C -2.00 2.31 4.43
C -1.52 2.38 5.74
C -2.24 1.86 6.82
Si -0.93 2.88 3.00
C -1.86 3.88 1.81
C -3.15 4.33 1.96
C -3.77 5.21 1.08
C -3.01 5.74 0.06
C -1.68 5.34 -0.12
C -1.09 4.42 0.73
C 0.58 3.90 3.47
C 0.41 5.29 3.58
C 1.51 6.17 3.64
C 2.76 5.65 3.79
C 2.94 4.30 3.87
C 1.90 3.41 3.68
H -4.15 1.12 7.48
H -5.10 1.01 5.19
H -3.66 1.69 3.22
H -0.51 2.70 5.98
H -1.79 1.76 7.84
H -3.72 3.89 2.79
H -4.86 5.42 1.09
H -3.43 6.48 -0.63
H -1.13 5.80 -0.94
H -0.04 4.12 0.62
H -0.57 5.70 3.55
H 1.43 7.25 3.58
H 3.59 6.29 3.95
H 3.97 3.89 3.93
H 2.04 2.34 3.71
N 3.98 -6.50 -0.77
C 5.04 -7.40 -0.61
C 5.37 -8.69 -1.00
C 6.62 -9.19 -0.70
C 7.57 -8.40 -0.09
C 7.26 -7.10 0.34
C 6.04 -6.57 0.04
N 5.57 -5.29 0.22
C 4.34 -5.29 -0.27
C 3.48 -4.14 -0.32
C 3.99 -2.86 -0.08
C 3.14 -1.78 -0.09
N 1.83 -1.87 -0.35
C 1.35 -3.08 -0.65
C 2.11 -4.24 -0.67
H 3.15 -6.69 -1.32
H 4.63 -9.35 -1.47
H 6.87 -10.21 -1.01
H 8.59 -8.77 0.11
H 8.02 -6.53 0.87
H 5.07 -2.69 0.05
H 3.53 -0.78 0.06
H 0.29 -3.14 -0.81
H 1.66 -5.18 -0.94